Computed, not measured: a gas-phase ion, C3H3N2S2 (charge -1) at a distorted geometry, with ωB97M-V/def2-TZVPD.

Cartesian coordinates (Å):
C 1.7042 -1.9267 0.6900
C 3.5450 -0.3624 0.2169
C 0.0688 0.1633 0.7428
N 2.8292 -1.2750 0.4072
N -0.6673 1.1355 0.1766
S 4.5307 0.8048 -0.2459
S 0.3566 -1.1075 -0.3044
H 1.6949 -2.8334 0.2814
H -1.0602 1.8851 0.6614
H -1.0577 0.9166 -0.7261

Atomic forces in eV per Å
0.7 3.5 -0.7
1.1 1.8 -0.8
-0.4 1.6 0.8
-0.2 -2.0 2.0
0.7 -1.9 -0.7
0.2 0.2 0.1
-1.6 -0.3 -0.5
0.2 -4.4 -0.6
-0.3 1.1 1.0
-0.4 0.4 -0.6

Results
HOMO-LUMO gap (alpha / beta)   3.07 / 6.80 eV
Spin multiplicity   3
LUMO energy (alpha / beta)   3.40 / 2.61 eV
Total charge   -1